[1]
The following is a quantum chemistry calculation of a molecular structure, C3H8N2O, from the OMol25 dataset.

Each line ends with the Mulliken charge.
Cartesian coordinates (Å):
1 C 1.222 -0.746 0.114  -1.2304
2 C -0.465 -0.673 1.007  0.1368
3 N -0.480 0.215 1.922  -0.7148
4 H -1.300 0.811 1.924  0.2580
5 H -0.543 -1.751 1.117  0.3369
6 H 1.685 0.218 -0.092  0.3097
7 H 1.684 -1.123 1.025  0.4002
8 H 1.387 -1.489 -0.670  0.3760
9 N -0.420 1.455 -1.088  -0.2678
10 C -0.646 0.127 -1.105  -0.1242
11 O -1.503 -0.378 -0.261  -0.4480
12 H -0.531 1.898 -0.181  0.3006
13 H 0.304 1.826 -1.685  0.2497
14 H -0.395 -0.392 -2.028  0.4173

Summary:
* total charge: 0
* HOMO-LUMO gap: 7.92 eV
* energy relative to the best compared isomer or geometry (same formula, charge and spin): 493.9 kJ/mol
* E_tot: -8264.2073 eV
* HOMO energy: -0.27208 Ha

***

[2]
The following is a quantum chemistry calculation of 5 unconnected molecules or ions with the total composition C2H15N2O4, from the OMol25 dataset.

Each line ends with the Mulliken charge.
Cartesian coordinates (Å):
1 C 0.606 -1.603 -2.767  -0.8850
2 N 0.774 -0.709 -1.676  -0.0263
3 C 0.159 -0.933 -0.516  0.2973
4 N 0.346 -0.151 0.516  -0.1880
5 H 1.492 -2.216 -2.987  0.3086
6 H 0.325 -1.110 -3.750  0.2918
7 H -0.183 -2.354 -2.667  0.3575
8 H 1.669 -0.189 -1.608  0.1990
9 H -0.736 -1.682 -0.460  0.2504
10 H 1.042 0.628 0.570  0.2163
11 H -0.058 -0.425 1.418  0.2244
12 H 4.165 -0.119 -0.867  0.3031
13 H 3.695 1.376 -0.906  0.2971
14 O 3.413 0.497 -0.996  -0.6322
15 H -0.340 -0.506 4.035  0.3051
16 H 0.431 0.904 3.974  0.2927
17 O 0.084 0.155 3.490  -0.6251
18 H -3.178 0.332 0.884  0.3135
19 H -2.660 -0.409 2.080  0.3078
20 O -2.623 -0.476 1.120  -0.6189
21 H -2.062 3.276 0.042  0.3044
22 H -3.247 2.736 -0.594  0.3237
23 O -2.483 2.426 -0.044  -0.6173

Summary:
* total charge: +1
* HOMO-LUMO gap: 11.28 eV
* energy relative to the best compared isomer or geometry (same formula, charge and spin): 63.9 kJ/mol
* E_tot: -13481.8238 eV
* HOMO energy: -0.50930 Ha

***

[3]
The following is a quantum chemistry calculation of a molecular structure, C7H16Cl3N3O3, from the OMol25 dataset.

Each line ends with the Mulliken charge.
Cartesian coordinates (Å):
1 O 0.162 -0.364 2.082  -0.5739
2 C 0.963 0.452 1.779  0.5169
3 N 2.209 0.071 1.581  -0.2649
4 C 0.486 1.851 1.508  -0.6986
5 H 2.309 -0.900 1.841  0.2293
6 H 2.926 0.703 1.258  0.1901
7 H -0.263 1.722 0.727  0.1130
8 H 1.183 2.532 1.018  0.4483
9 H -0.024 2.336 2.340  0.3440
10 O -4.764 -2.460 -0.214  -0.6365
11 C -3.768 -2.512 0.485  0.4420
12 N -3.797 -1.881 1.655  -0.3559
13 C -2.520 -3.243 0.020  -0.6580
14 H -3.174 -2.172 2.395  0.2149
15 H -4.625 -1.337 1.847  0.2269
16 H -2.152 -2.733 -0.870  0.0922
17 H -2.670 -4.238 -0.400  0.3333
18 H -1.836 -3.221 0.868  0.2565
19 O 2.488 3.132 -2.934  -0.6449
20 C 2.584 2.400 -1.940  0.1837
21 N 3.727 2.323 -1.220  -0.3050
22 C 1.418 1.478 -1.499  -0.3542
23 H 4.543 2.915 -1.289  0.2186
24 H 3.879 1.511 -0.640  0.1682
25 H 1.457 0.438 -1.822  0.6050
26 H 0.458 1.825 -1.882  0.4734
27 H 1.487 1.266 -0.432  -0.5704
28 C -0.509 -0.346 -1.349  -0.1412
29 Cl -1.771 -1.406 -0.806  0.0861
30 Cl 1.065 -1.008 -0.936  -0.1604
31 Cl -0.734 1.274 -0.761  -0.3899
32 H -0.736 -0.408 -2.413  0.6112

Summary:
* total charge: 0
* HOMO-LUMO gap: 9.27 eV
* energy relative to the best compared isomer or geometry (same formula, charge and spin): 931.1 kJ/mol
* E_tot: -55689.7954 eV
* HOMO energy: -0.33382 Ha

***

[4]
The following is a quantum chemistry calculation of C3H2O2 in the gas phase, from the OMol25 dataset.

Each line ends with the Mulliken charge.
Cartesian coordinates (Å):
1 C 1.855 -0.129 -0.082  -0.1107
2 C 0.642 -0.412 -0.191  -0.1645
3 C -0.791 -0.267 -0.112  0.4997
4 O -1.619 -1.123 -0.042  -0.4728
5 O -1.044 1.092 -0.103  -0.4204
6 H 2.967 -0.159 0.321  0.3109
7 H -2.009 0.997 0.209  0.3577

Summary:
* total charge: 0
* SMILES string: C#CC(=O)O
* HOMO-LUMO gap: 11.16 eV
* energy relative to the best compared isomer or geometry (same formula, charge and spin): 113.3 kJ/mol
* E_tot: -7235.7277 eV
* HOMO energy: -0.40325 Ha

***

[5]
The following is a quantum chemistry calculation of C4H5N3 in the gas phase, from the OMol25 dataset.

Each line ends with the Mulliken charge.
Cartesian coordinates (Å):
1 N -1.597 0.516 -1.026  -0.3806
2 C -0.396 0.468 -0.386  0.6086
3 C -0.239 0.405 0.991  -0.5507
4 C 0.481 -0.787 1.205  -0.1596
5 N 1.533 -1.171 0.480  -0.6100
6 C 1.769 -0.274 -0.488  0.0343
7 N 0.805 0.467 -0.989  -0.5175
8 H -2.372 0.967 -0.567  0.2252
9 H -1.722 0.213 -1.978  0.2205
10 H -0.700 1.060 1.717  0.3703
11 H 0.076 -1.486 1.934  0.3725
12 H 2.772 -0.152 -0.892  0.3871

Summary:
* total charge: 0
* SMILES string: Nc1ccncn1
* HOMO-LUMO gap: 9.16 eV
* energy relative to the best compared isomer or geometry (same formula, charge and spin): 210.0 kJ/mol
* E_tot: -8697.6361 eV
* HOMO energy: -0.31278 Ha

***

- Which of these has the lowest HOMO-LUMO gap?
  C3H8N2O

***

What did the fifth record say?
The following is a quantum chemistry calculation of C4H5N3 in the gas phase, from the OMol25 dataset.

Each line ends with the Mulliken charge.
Cartesian coordinates (Å):
1 N -1.597 0.516 -1.026  -0.3806
2 C -0.396 0.468 -0.386  0.6086
3 C -0.239 0.405 0.991  -0.5507
4 C 0.481 -0.787 1.205  -0.1596
5 N 1.533 -1.171 0.480  -0.6100
6 C 1.769 -0.274 -0.488  0.0343
7 N 0.805 0.467 -0.989  -0.5175
8 H -2.372 0.967 -0.567  0.2252
9 H -1.722 0.213 -1.978  0.2205
10 H -0.700 1.060 1.717  0.3703
11 H 0.076 -1.486 1.934  0.3725
12 H 2.772 -0.152 -0.892  0.3871

Summary:
* total charge: 0
* SMILES string: Nc1ccncn1
* HOMO-LUMO gap: 9.16 eV
* energy relative to the best compared isomer or geometry (same formula, charge and spin): 210.0 kJ/mol
* E_tot: -8697.6361 eV
* HOMO energy: -0.31278 Ha

***

- What is the E_tot in the second record?
  -13481.8238 eV

***

- Among the records above, which one has the lowest HOMO energy?
  C2H15N2O4